Molecular formula: C5H14O3
Method: DFT, wB97M-V/def2-TZVPD

Results
LUMO level in eV: 0.6
SMILES: OCCCCCO.O
Kohn-Sham gap in eV: 10.8
Charge: 0
Energy in eV: -11552.362

XYZ file:
```
22
Properties=species:S:1:pos:R:3:forces:R:3:mulliken_charge:R:1
O 2.54133 0.29508 1.78892 -2.73 3.27 1.48 -0.5343
O 0.69694 2.57071 -1.44348 0.32 3.13 -0.90 -0.6280
O -2.64139 -0.12099 0.95557 -1.92 1.35 0.59 -0.5030
C -0.18989 -0.80244 0.46942 -1.27 -1.11 2.08 -0.3190
C 1.28826 -1.04961 0.17523 -0.17 1.01 -1.53 -0.5490
C -1.06681 -0.36066 -0.66328 -0.07 -0.73 -3.90 -0.1432
C -2.55198 -0.65238 -0.35005 1.50 -0.84 0.64 -0.8505
C 2.23866 0.18479 0.39067 -1.30 -0.71 1.00 -0.5366
H 3.20969 0.09557 0.09906 2.63 -1.64 -1.94 0.3573
H -0.72298 -0.81486 -1.71010 -0.71 0.39 2.07 0.2921
H 0.55772 2.20022 -0.61777 -0.49 -1.01 2.48 0.2670
H -2.74696 -1.71551 -0.16303 0.39 -0.08 -0.49 0.3170
H 1.63764 -1.83493 0.80470 0.51 -0.45 0.56 0.3144
H 0.71871 1.86324 -2.02968 0.07 -1.93 -1.71 0.3411
H -0.79953 -1.73165 0.91703 1.95 1.55 -0.79 0.3473
H 1.96387 1.08141 2.14258 1.71 -2.44 -0.63 0.3139
H 1.32370 -1.44416 -0.86450 0.39 0.33 0.44 0.3657
H -0.97617 0.70126 -0.89450 -0.12 0.25 0.29 0.1271
H 2.07496 1.14240 -0.11430 -1.15 -0.05 0.43 0.1531
H -3.31079 -0.34840 -1.07055 0.16 0.59 0.04 0.3436
H -0.29374 -0.05586 1.28568 0.17 -0.49 -0.35 0.2094
H -2.95124 0.79678 0.89240 0.15 -0.37 0.16 0.3146
```
Forces are in eV/Å.